[1]
Entry from the Open Molecules 2025 dataset: a molecular structure, C24H37N6O2Si4Ta in a non-equilibrium geometry (ωB97M-V/def2-TZVPD).

```
74
Properties=species:S:1:pos:R:3:forces:R:3:lowdin_charge:R:1
Ta 0.3222 -0.0395 0.5019 -0.542 0.657 -2.417 1.630
O -3.9628 2.6184 2.9671 -0.029 0.037 0.050 0.115
C -3.8553 1.4175 3.5304 -0.014 -0.052 -0.054 -0.233
C -4.6470 1.1751 4.6557 -0.005 -0.013 0.003 0.022
C -4.6017 -0.0467 5.2804 -0.003 0.007 0.003 -0.017
C -3.7705 -1.0790 4.8118 -0.008 -0.035 0.010 -0.049
C -2.9811 -0.8581 3.7208 0.015 0.028 -0.012 -0.010
C -2.9956 0.3927 3.0576 -0.138 0.089 -0.013 -0.087
C -2.1229 0.6201 1.9564 -0.402 0.730 -0.129 -0.377
O -1.2450 -0.3149 1.6069 1.398 -0.669 0.503 -0.283
N -2.1012 1.7328 1.2530 0.070 0.000 0.043 0.091
N -1.0350 1.7160 0.3847 -0.016 -0.041 0.973 -0.108
C -0.6861 2.8111 -0.1791 -0.067 -0.057 -0.279 0.000
C 0.4819 2.7133 -1.0403 -0.018 -0.126 0.070 -0.248
C 0.9516 3.7546 -1.8081 -0.005 0.008 -0.001 0.037
C 2.0747 3.5436 -2.6052 -0.026 0.005 0.016 0.019
C 2.6581 2.2916 -2.6115 0.024 -0.032 -0.025 0.007
C 2.1329 1.2914 -1.8075 0.005 0.043 0.044 -0.105
N 1.0723 1.4893 -1.0173 -0.061 -0.070 0.355 -0.036
H -3.3811 2.6933 2.1920 0.021 -0.026 -0.025 0.078
H -5.2901 1.9699 5.0071 0.008 0.000 -0.001 0.135
H -5.2205 -0.2163 6.1518 -0.006 -0.004 -0.010 0.125
H -3.7575 -2.0354 5.3144 0.005 0.006 0.004 0.117
H -2.3340 -1.6382 3.3473 0.021 -0.008 0.001 0.096
H -1.2445 3.7276 -0.0256 -0.008 0.016 -0.050 0.162
H 0.4482 4.7115 -1.7798 0.012 0.004 -0.006 0.140
H 2.4759 4.3460 -3.2096 -0.008 -0.004 -0.007 0.138
H 3.5204 2.0713 -3.2249 -0.002 0.017 0.000 0.135
H 2.5708 0.3084 -1.7943 0.020 -0.072 0.036 0.072
N 6.2760 -1.8994 2.6544 -0.043 0.044 -0.038 0.207
C 5.4468 -1.4749 1.9799 0.044 -0.052 0.009 -0.261
N 4.5204 -0.9963 1.1706 -0.008 0.084 0.061 0.202
C 3.3743 -0.7444 0.9676 -0.069 -0.183 -0.089 -0.258
N 2.2372 -0.4893 0.6019 -0.339 -0.087 0.916 -0.110
C -2.0324 -1.8588 -4.1891 -0.017 0.030 -0.017 -0.192
Si -1.4624 -0.4271 -3.1359 -0.207 -0.093 -0.098 0.389
C -2.9042 0.5870 -2.5189 0.042 -0.027 0.052 -0.189
C -0.2538 0.6361 -4.0815 0.078 -0.022 0.120 -0.189
Si -0.4706 -1.6353 -1.2870 0.459 0.043 0.349 0.419
Si 1.4948 -2.9983 -1.6848 -0.077 -0.178 -0.263 0.366
C 0.8886 -4.2567 -2.9290 0.031 0.005 0.009 -0.197
C 2.9442 -2.0980 -2.4656 -0.060 0.067 0.073 -0.207
C 2.0198 -3.8507 -0.1025 -0.041 0.014 -0.021 -0.199
Si -2.1074 -2.9207 -0.0519 -0.099 -0.220 -0.052 0.382
C -2.5193 -4.3920 -1.1295 0.033 0.029 -0.026 -0.192
C -3.6706 -1.9184 0.1725 0.058 0.062 -0.035 -0.183
C -1.3448 -3.5737 1.5336 -0.002 0.073 -0.011 -0.204
H -2.5733 -1.4749 -5.0588 0.009 0.026 0.009 0.055
H -2.7107 -2.5190 -3.6477 0.009 0.007 -0.010 0.023
H -1.1955 -2.4529 -4.5583 -0.014 -0.005 0.010 0.029
H -3.3243 1.1599 -3.3499 0.014 -0.018 -0.020 0.053
H -2.6288 1.2949 -1.7362 -0.008 0.023 -0.016 0.006
H -3.6966 -0.0492 -2.1240 0.006 0.005 -0.004 0.026
H -0.7449 0.9703 -4.9995 -0.029 -0.045 -0.004 0.057
H 0.6470 0.0919 -4.3716 0.003 0.016 0.003 0.037
H 0.0321 1.5329 -3.5315 0.007 0.019 -0.027 0.004
H 0.5950 -3.7859 -3.8689 0.011 -0.007 0.003 0.028
H 0.0432 -4.8368 -2.5622 -0.006 0.007 -0.022 0.016
H 1.6942 -4.9609 -3.1553 0.016 0.021 0.019 0.054
H 2.6512 -1.4991 -3.3306 0.007 -0.013 -0.005 0.031
H 3.6420 -2.8603 -2.8227 -0.032 -0.023 -0.015 0.055
H 3.5072 -1.4758 -1.7699 0.038 0.015 0.030 0.004
H 1.3004 -4.6183 0.1848 0.004 0.000 -0.013 0.028
H 2.1559 -3.1844 0.7486 -0.019 -0.007 0.014 0.005
H 2.9740 -4.3555 -0.2791 -0.011 0.000 -0.029 0.053
H -2.9549 -4.1006 -2.0859 0.013 -0.025 0.006 0.026
H -3.2579 -5.0111 -0.6116 -0.005 0.035 0.031 0.056
H -1.6526 -5.0227 -1.3244 -0.015 -0.017 0.021 0.020
H -4.1945 -1.8573 -0.7835 -0.014 -0.037 0.008 0.034
H -3.5389 -0.9027 0.5399 -0.005 -0.008 0.003 0.012
H -4.3323 -2.4384 0.8705 0.019 -0.016 0.008 0.056
H -0.6431 -4.3774 1.3071 -0.013 0.005 -0.003 0.025
H -2.1364 -4.0064 2.1524 -0.013 -0.005 -0.026 0.052
H -0.8249 -2.8363 2.1449 0.006 0.017 0.002 0.007
```
Positions in Å, forces in eV/Å.

Values from the calculation:
ΔE to the lowest compared entry with this formula, charge and spin: 0.00 kcal per mole
Total charge: +2
HOMO energy: -13.69 eV

[2]
Entry from the Open Molecules 2025 dataset: 5 unconnected molecules or ions with the total composition C24H37N6O9 in a non-equilibrium geometry (ωB97M-V/def2-TZVPD).

```
76
Properties=species:S:1:pos:R:3:forces:R:3:lowdin_charge:R:1
N -1.6296 3.7260 -0.3258 0.036 -0.070 -0.008 0.242
C -1.8311 2.9737 0.5155 -0.411 -1.481 2.048 -0.191
O -2.1672 2.0412 1.5001 0.610 2.003 -2.129 0.061
N -3.2201 1.3354 0.9332 -1.694 -1.419 -0.787 0.000
C -4.4870 1.8823 1.1094 -1.311 -0.459 -0.083 -0.189
N -4.5964 3.0912 1.8809 -0.484 -2.613 -0.058 0.148
C -5.6450 1.2222 0.5047 1.780 -1.058 -0.761 0.038
C -5.4398 -0.0058 -0.2859 2.944 1.585 1.544 0.041
C -4.0435 -0.5365 -0.3855 -1.137 1.908 0.894 0.037
C -2.9132 0.1628 0.2413 -1.544 -0.974 -1.183 -0.083
C -1.4288 -0.3269 0.1317 -0.321 -0.273 0.442 -0.026
C -1.4184 -1.8849 0.5081 0.861 -1.006 0.446 -0.615
N -2.3057 -2.0318 1.6922 0.374 -0.037 -0.413 0.079
N -0.0584 -2.3238 0.9687 -0.908 0.783 -1.113 0.076
N -1.7861 -2.7487 -0.6361 -0.913 0.714 0.376 0.075
H -5.5841 3.1028 2.1774 0.496 0.546 -0.363 0.116
H -4.0801 2.9854 2.7693 0.109 0.309 -0.679 0.125
H -6.6538 1.6990 0.6313 1.238 -0.620 -0.120 0.132
H -6.2679 -0.5451 -0.8009 0.755 0.634 0.619 0.126
H -3.9230 -1.4876 -0.9645 0.361 1.277 0.709 0.113
H -1.0330 -0.1116 -0.8959 -0.476 -0.352 0.837 0.140
H -0.7426 0.1698 0.8704 -0.945 -0.319 -0.626 0.126
H -1.6700 -2.0546 2.4963 -0.462 -0.053 -0.191 0.093
H -2.8372 -2.9039 1.6731 0.350 0.257 0.005 0.081
H -0.1866 -3.3163 1.2191 0.401 0.491 0.045 0.062
H 0.5264 -2.2993 0.1227 0.185 -0.075 0.624 0.088
H -1.0534 -3.4164 -0.8662 -0.431 0.180 0.244 0.076
H -2.6839 -3.2113 -0.4921 0.494 -0.063 -0.186 0.069
O 3.9033 6.4316 -2.6469 0.092 -0.280 0.392 0.122
C 3.0705 5.9161 -1.9571 0.192 0.233 -0.649 -0.473
O 3.3431 4.9590 -1.0292 0.053 0.184 -0.134 0.033
C 2.1179 4.4796 -0.4607 -0.124 -0.174 0.235 -0.171
C 1.1091 5.5828 -0.6993 -0.532 0.165 0.127 -0.174
C 1.5857 6.1826 -2.0094 -0.206 0.035 0.517 -0.073
H 1.8416 3.5476 -0.9634 0.024 0.025 -0.024 0.122
H 2.2617 4.2781 0.6012 0.235 -0.029 -0.113 0.125
H 0.0798 5.2261 -0.7286 0.204 0.031 0.002 0.064
H 1.1838 6.3311 0.0946 0.022 -0.070 -0.031 0.124
H 1.1618 5.6658 -2.8730 0.066 0.115 -0.059 0.135
H 1.3807 7.2502 -2.0627 0.114 -0.079 -0.317 0.129
O 7.7553 11.5312 -3.4833 -0.469 -0.003 0.176 0.121
C 6.8810 10.7649 -3.7736 0.699 0.140 0.121 -0.485
O 5.7197 10.6421 -3.0770 0.211 0.200 -0.134 0.026
C 4.9444 9.5642 -3.6230 -0.284 -0.298 0.100 -0.166
C 5.4495 9.3872 -5.0391 -0.107 -0.244 -0.422 -0.162
C 6.9119 9.7746 -4.9128 -0.492 -0.024 -0.290 -0.080
H 5.1054 8.6740 -3.0107 -0.021 0.039 -0.046 0.110
H 3.8859 9.8243 -3.5957 0.115 0.121 0.183 0.124
H 5.2927 8.3812 -5.4290 -0.048 0.034 0.110 0.117
H 4.9404 10.0895 -5.7052 0.014 -0.051 0.049 0.119
H 7.5356 8.9249 -4.6281 0.086 0.103 -0.025 0.133
H 7.2866 10.2377 -5.8237 0.290 -0.039 0.199 0.126
O 0.7515 -5.3248 2.2780 0.325 0.115 -0.234 0.091
C 1.0951 -5.9865 1.3309 -0.330 0.195 0.090 -0.479
O 2.3342 -5.9313 0.7855 -0.317 0.145 0.377 0.036
C 2.3792 -6.7578 -0.3892 0.252 -0.264 -0.373 -0.154
C 1.2499 -7.7509 -0.2185 -0.151 -0.322 -0.226 -0.149
C 0.2246 -6.9449 0.5581 0.328 -0.563 -0.037 -0.077
H 2.2449 -6.1211 -1.2683 0.011 0.021 0.057 0.126
H 3.3501 -7.2479 -0.4548 0.029 0.248 0.132 0.130
H 0.8762 -8.1449 -1.1635 0.090 0.044 0.027 0.122
H 1.5873 -8.5953 0.3878 -0.027 0.054 -0.061 0.128
H -0.4329 -6.3748 -0.1040 -0.074 0.015 0.093 0.129
H -0.3583 -7.5740 1.2306 -0.062 0.424 -0.171 0.103
O -1.8606 -10.1956 2.7243 0.070 0.531 -0.303 0.136
C -2.1198 -9.1355 3.2147 0.165 -0.889 0.224 -0.473
O -1.7927 -7.9393 2.6470 -0.277 -0.241 0.115 -0.017
C -2.1466 -6.8728 3.5407 0.048 0.391 0.208 -0.164
C -3.2087 -7.4534 4.4523 -0.319 0.123 0.294 -0.159
C -2.7984 -8.9129 4.5431 -0.379 0.448 -0.025 -0.072
H -1.2517 -6.5652 4.0871 -0.012 0.000 -0.084 0.129
H -2.5188 -6.0232 2.9672 0.178 -0.117 -0.152 0.118
H -3.2664 -6.9521 5.4187 0.058 0.031 -0.087 0.120
H -4.1895 -7.3775 3.9746 0.061 0.015 0.038 0.120
H -2.0765 -9.0843 5.3440 -0.036 -0.133 -0.049 0.138
H -3.6600 -9.5679 4.6566 0.279 -0.214 0.046 0.131
```
Positions in Å, forces in eV/Å.

Values from the calculation:
Total charge: +1
HOMO energy: -10.79 eV

[3]
Entry from the Open Molecules 2025 dataset: 9 unconnected molecules or ions with the total composition C24H38BNO36S8 in a non-equilibrium geometry (ωB97M-V/def2-TZVPD).

```
108
Properties=species:S:1:pos:R:3:forces:R:3:lowdin_charge:R:1
O -2.4225 3.9565 0.6694 -2.686 -2.542 4.461 0.026
C -2.9619 3.3960 1.6788 0.913 0.146 -0.266 -0.306
N -4.2785 3.7243 2.2561 -0.606 -0.063 -0.202 0.098
C -4.8426 2.9848 3.3981 -0.420 -0.928 1.330 -0.293
O -5.9999 3.0760 3.9474 5.612 -0.066 -3.151 0.026
C -3.5907 2.0104 3.7717 2.588 -1.287 0.256 -0.026
C -3.4036 0.9798 4.9481 2.992 1.210 -3.645 0.064
C -2.0210 0.1609 4.9752 -0.562 1.606 -2.197 -0.028
B -1.8560 -0.8811 6.2436 0.648 -0.335 0.884 -0.462
O -2.6531 -2.0903 6.4061 1.014 3.205 1.100 0.078
O -0.8601 -0.4882 7.2568 -3.075 0.427 -1.534 0.060
C -0.8597 0.3356 3.9093 -4.201 2.952 -0.620 0.013
C -1.1109 1.4155 2.7428 -2.371 -0.484 2.247 0.029
C -2.4491 2.2479 2.6862 0.273 -2.385 2.597 -0.015
H -4.8839 4.3923 1.7535 0.641 -0.488 0.511 0.149
H -4.2173 0.8326 5.7478 1.487 0.175 -1.536 0.128
H -2.9720 -2.0360 7.3538 0.738 -0.609 -1.357 0.122
H -0.9995 0.4957 7.3589 0.846 -1.337 -0.319 0.109
H 0.1392 -0.2523 3.9350 -2.102 1.158 0.093 0.121
H -0.2978 1.5663 1.9423 -1.529 -0.195 1.391 0.099
C -6.3488 2.1565 0.2030 0.218 0.615 0.174 -0.172
C -7.4078 2.8978 -0.6010 -0.394 -0.164 0.609 -0.161
O -7.2163 2.4687 -1.9491 0.748 -0.713 -0.131 -0.188
S -6.6848 0.9327 -1.9448 -0.350 0.111 0.234 0.651
O -7.8092 0.0670 -2.1601 1.249 0.514 0.015 -0.222
O -5.4862 0.8652 -2.7306 -0.983 -0.065 0.360 -0.237
O -6.2759 0.8535 -0.3756 -0.523 -0.079 -0.889 -0.197
H -5.3690 2.6310 0.0971 -0.082 -0.030 -0.018 0.116
H -6.6063 2.0889 1.2618 0.013 -0.251 -0.153 0.132
H -7.3069 3.9812 -0.5232 0.067 -0.140 -0.271 0.137
H -8.4156 2.6039 -0.2922 0.084 0.063 0.052 0.137
C -2.0061 1.8185 -2.8122 -0.410 0.425 0.421 -0.141
C -2.2396 2.9749 -3.7759 -0.404 -0.516 -0.286 -0.160
O -0.9876 3.6548 -3.8511 0.746 -0.154 0.299 -0.191
S 0.2128 2.5725 -3.6686 -0.972 -0.003 0.760 0.659
O 0.6885 2.2061 -4.9752 -0.023 0.262 1.008 -0.236
O 1.0824 3.0314 -2.6227 -0.292 -0.133 -1.203 -0.225
O -0.6880 1.3459 -3.0958 0.163 6.861 -0.613 -0.313
H -2.0291 2.1607 -1.7731 -0.067 0.026 -0.056 0.131
H -2.7345 1.0164 -2.9462 0.293 -0.053 -0.093 0.128
H -3.0245 3.6504 -3.4332 0.298 0.081 0.016 0.137
H -2.4866 2.6093 -4.7775 -0.067 -0.012 0.094 0.135
C -5.3846 -2.5846 0.4164 0.417 0.118 -0.553 -0.168
C -4.1826 -3.2802 1.0407 -0.357 -0.574 -0.177 -0.168
O -3.8153 -2.4617 2.1507 -0.631 0.798 0.124 -0.190
S -5.1525 -1.7718 2.7650 -0.019 -0.375 -0.010 0.658
O -5.5877 -2.5540 3.8870 0.253 1.018 -0.850 -0.219
O -4.9381 -0.3550 2.8386 -0.287 -1.203 0.073 -0.235
O -6.1440 -2.0816 1.5155 0.511 -0.128 0.810 -0.190
H -5.0733 -1.7355 -0.1995 0.005 -0.079 0.005 0.124
H -5.9893 -3.2658 -0.1847 -0.093 0.122 0.255 0.140
H -3.3501 -3.3790 0.3427 0.017 0.207 0.229 0.138
H -4.4540 -4.2684 1.4248 0.007 0.036 -0.097 0.134
C 1.1849 -2.3747 -5.5626 0.461 -0.445 0.034 -0.160
C 0.7894 -3.2445 -4.3776 -0.378 -0.193 -0.651 -0.190
O 1.0468 -2.4427 -3.2258 0.533 0.887 -0.213 -0.196
S 0.7952 -0.8798 -3.6020 -0.570 -1.069 -0.151 0.687
O -0.5254 -0.5174 -3.1712 2.158 -5.960 -0.671 -0.228
O 1.9641 -0.1319 -3.2367 -1.155 -0.364 0.040 -0.211
O 0.7719 -1.0517 -5.2173 -0.303 0.149 0.915 -0.184
H 2.2701 -2.3672 -5.7015 -0.068 -0.044 -0.006 0.135
H 0.7033 -2.6948 -6.4883 -0.070 0.255 0.140 0.137
H 1.3581 -4.1726 -4.3354 -0.054 0.325 0.147 0.113
H -0.2803 -3.4744 -4.3970 0.088 -0.062 -0.047 0.137
C 3.6603 3.6043 -5.0605 -0.550 0.265 0.430 -0.173
C 3.4278 4.7603 -6.0228 -0.408 -0.542 -0.305 -0.169
O 4.6811 5.4397 -6.0968 0.742 -0.405 0.490 -0.196
S 5.8809 4.3579 -5.9158 -0.212 -0.159 0.002 0.655
O 6.3575 3.9925 -7.2202 -0.088 0.282 1.208 -0.236
O 6.7490 4.8150 -4.8690 -0.496 -0.261 -1.071 -0.235
O 4.9791 3.1338 -5.3446 0.581 0.704 -0.722 -0.188
H 3.6367 3.9454 -4.0213 -0.073 -0.024 -0.072 0.134
H 2.9324 2.8030 -5.1953 0.304 0.013 -0.036 0.110
H 2.6429 5.4357 -5.6799 0.293 0.077 0.017 0.137
H 3.1815 4.3960 -7.0250 -0.062 -0.004 0.091 0.135
C 2.8774 4.5231 4.1492 0.583 0.104 -0.330 -0.169
C 2.7619 3.3021 3.2472 -0.451 0.418 -0.380 -0.171
O 2.8608 2.1812 4.1255 0.011 0.255 0.938 -0.195
S 2.2128 2.5762 5.5632 0.084 0.066 0.021 0.657
O 0.8629 2.0872 5.5967 1.144 0.398 0.341 -0.239
O 3.1725 2.2864 6.5883 -0.986 0.008 -0.831 -0.221
O 2.1632 4.1846 5.3383 -0.274 -0.945 -0.064 -0.189
H 3.9194 4.7161 4.4210 -0.056 -0.005 -0.070 0.134
H 2.4512 5.4168 3.6900 -0.123 -0.147 0.226 0.138
H 3.5462 3.2684 2.4898 -0.004 -0.199 0.234 0.140
H 1.7832 3.2635 2.7589 0.076 0.087 -0.018 0.124
C 2.6180 -5.2844 0.5684 0.651 0.254 0.271 -0.163
C 2.9633 -4.0546 -0.2588 -0.553 0.568 0.399 -0.186
O 3.1760 -4.5444 -1.5826 -0.432 -1.222 -0.238 -0.188
S 2.2103 -5.8254 -1.8338 0.447 0.296 0.483 0.669
O 1.0348 -5.3731 -2.5262 0.807 -0.888 0.491 -0.243
O 3.0162 -6.9171 -2.2985 -0.871 0.937 0.034 -0.221
O 1.8102 -6.0982 -0.2830 -0.109 0.284 -0.987 -0.185
H 3.5173 -5.8508 0.8282 -0.052 0.042 0.026 0.123
H 2.0748 -5.0293 1.4799 -0.095 -0.141 -0.228 0.142
H 3.8515 -3.5420 0.1097 -0.564 -0.189 -0.516 0.076
H 2.1247 -3.3517 -0.2898 0.006 -0.059 0.046 0.139
C 7.8257 -5.7319 1.7694 0.728 -0.065 -0.200 -0.166
C 8.2119 -4.3165 2.1755 0.010 -0.289 0.685 -0.168
O 7.4757 -3.4649 1.2982 -0.748 -0.537 -0.593 -0.180
S 6.0622 -4.1771 0.9318 0.998 -0.151 0.142 0.664
O 5.0504 -3.6379 1.7983 0.663 -0.480 -0.709 -0.229
O 5.9290 -4.2133 -0.4951 -0.075 0.262 1.304 -0.199
O 6.4342 -5.6690 1.4553 -0.414 0.991 0.027 -0.188
H 8.3640 -6.0455 0.8702 -0.006 0.022 0.085 0.136
H 8.0039 -6.4535 2.5685 -0.280 0.086 -0.093 0.139
H 9.2831 -4.1339 2.0805 -0.207 0.132 -0.207 0.139
H 7.8959 -4.0999 3.2005 0.081 -0.063 -0.040 0.135
```
Positions in Å, forces in eV/Å.

Values from the calculation:
HOMO energy: -9.33 eV
Structure (SMILES): O=C1NC(=O)c2cc(B(O)O)ccc21.O=S1(=O)OCCO1.O=S1(=O)OCCO1.O=S1(=O)OCCO1.O=S1(=O)OCCO1.O=S1(=O)OCCO1.O=S1(=O)OCCO1.O=S1(=O)OCCO1.O=S1(=O)OCCO1

We obtain DFT total energy values of -2630.2905; -1942.0697; -6910.7127 Eh for the records listed above, in that order.
We obtain gap between HOMO and LUMO values of 5.4; 6.2; 8.0 eV for the records listed above, in that order.